ORCA calculation (the ωB97M-V functional and the def2-TZVPD basis) on a 2-piece molecular cluster, C5H10O2 overall.

Each line ends with the Mulliken charge.
Cartesian coordinates (Å):
C1 -0.5436 -0.5141 -1.8910  -1.332
C2 -0.6228 -0.6457 -0.3721  0.280
O1 0.4587 -1.4239 0.1300  -0.414
C3 1.2433 -0.6683 1.0563  -0.388
C4 0.9641 0.7964 0.7377  -0.674
C5 -0.4851 0.7371 0.2869  0.559
O2 -1.1692 1.7841 -0.1461  -0.737
H1 -0.5837 -1.5090 -2.3478  0.363
H2 0.3949 -0.0370 -2.1956  0.275
H3 -1.3779 0.0884 -2.2641  0.343
H4 -1.5775 -1.1079 -0.0899  0.257
H5 2.2911 -0.9584 0.9263  0.303
H6 0.9463 -0.9027 2.0907  0.286
H7 1.1309 1.5015 1.5555  0.298
H8 1.5349 1.1389 -0.1381  0.262
H9 -1.1395 0.4723 1.6213  0.155
H10 -1.4649 1.2484 1.0398  0.164

Kohn-Sham gap   10.089 eV
Energy above the lowest of the compared OMol25 structures with the same formula, charge and spin   493.68 kJ/mol
HOMO energy   -9.61 eV
E   -346.837399 Eh